# 1
{
  "formula": "C4H15N2O",
  "method": "ωB97M-V with the def2-TZVPD basis set",
  "elements": ["C", "N", "C", "N", "C", "C", "H", "H", "H", "H", "H", "H", "H", "H", "H", "H", "H", "H", "H", "H", "H", "O"],
  "xyz": [[-0.873, 0.174, 0.980], [-1.814, 1.316, 1.211], [-0.461, 0.234, -0.530], [-1.750, 0.553, -1.364], [1.377, -0.995, -1.982], [0.102, -1.061, -1.192], [-1.473, -0.772, 1.180], [0.017, 0.117, 1.584], [-2.768, 1.279, 1.621], [-1.351, 1.904, 1.933], [0.109, 1.152, -0.693], [-2.316, -0.289, -1.478], [-2.262, 1.363, -0.971], [-1.563, 0.752, -2.367], [1.804, -2.009, -2.040], [2.160, -0.325, -1.592], [1.394, -0.533, -2.980], [-0.733, -1.443, -1.815], [0.039, -1.883, -0.458], [3.790, 0.603, 3.164], [3.340, 0.021, 4.369], [3.232, -0.158, 3.420]],
  "s_squared": 0.755,
  "spin_multiplicity": 2,
  "orbital_gap_ev": [9.4436, 2.6153],
  "lumo_energy_ev": [-7.553, -13.984],
  "total_charge": 2,
  "e_above_lowest_kcal_mol": 71.5
}

---

# 2
{
  "formula": "C4H15N2O2",
  "method": "ωB97M-V with the def2-TZVPD basis set",
  "elements": ["C", "C", "C", "C", "N", "N", "H", "H", "H", "H", "H", "H", "H", "H", "H", "H", "H", "H", "H", "O", "H", "H", "O"],
  "xyz": [[-0.766, -0.074, -1.616], [0.560, -0.707, -1.211], [1.544, 0.248, -0.562], [1.712, 1.472, -1.060], [2.014, -0.186, 0.676], [-1.329, 0.718, -0.441], [-0.744, 0.643, -2.430], [-1.450, -0.898, -1.812], [0.377, -1.553, -0.544], [0.948, -1.235, -2.089], [2.396, 2.229, -0.710], [1.183, 1.719, -1.971], [2.630, 0.514, 1.060], [2.406, -1.107, 0.790], [-1.510, 0.057, 0.329], [-0.689, 1.486, -0.234], [-2.264, 0.962, -0.755], [-1.487, -2.454, 0.541], [-2.552, -2.103, 1.535], [-1.917, -1.686, 0.938], [-0.168, -0.134, 2.239], [-0.568, 1.117, 3.085], [-0.782, 0.606, 2.300]],
  "orbital_gap_ev": 9.4914,
  "lumo_energy_ev": -2.845,
  "total_charge": 1,
  "e_above_lowest_kcal_mol": 21.1
}

---

# 3
{
  "formula": "C4H15N2O2",
  "method": "ωB97M-V with the def2-TZVPD basis set",
  "elements": ["C", "C", "C", "C", "N", "N", "H", "H", "H", "H", "H", "H", "H", "H", "H", "H", "H", "H", "H", "O", "H", "H", "O"],
  "xyz": [[0.095, -1.830, 0.379], [-1.338, -1.391, 0.604], [-1.629, -0.334, -0.456], [-0.799, 1.890, -0.836], [-0.828, 0.860, -0.099], [1.122, -0.988, 1.134], [0.378, -1.754, -0.676], [0.217, -2.917, 0.546], [-2.011, -2.248, 0.510], [-1.631, -1.008, 1.637], [-1.335, -0.824, -1.406], [-2.657, -0.119, -0.612], [-1.172, 2.193, -1.813], [-0.196, 2.691, -0.270], [0.612, -0.226, 1.676], [1.541, -1.378, 2.000], [1.870, -0.536, 0.583], [2.744, 0.218, -4.553], [1.211, 0.247, -4.057], [2.122, 0.070, -3.829], [0.935, 3.101, 3.446], [-0.034, 1.948, 3.214], [0.785, 2.333, 2.878]],
  "orbital_gap_ev": 10.3102,
  "lumo_energy_ev": -3.110,
  "total_charge": 1,
  "e_above_lowest_kcal_mol": 59.6
}

---

# 4
{
  "formula": "C4H15N2O2",
  "method": "ωB97M-V with the def2-TZVPD basis set",
  "elements": ["C", "C", "C", "N", "C", "N", "H", "H", "H", "H", "H", "H", "H", "H", "H", "H", "H", "H", "H", "O", "H", "H", "O"],
  "xyz": [[-0.922, 2.212, -0.508], [0.216, 1.552, -1.296], [1.235, 0.741, -0.430], [0.647, -0.711, -0.382], [0.250, -1.402, -1.451], [-0.140, -2.730, -1.490], [-1.898, 1.834, -0.791], [-0.845, 2.130, 0.576], [-1.099, 3.289, -0.771], [-0.215, 0.976, -2.147], [0.876, 2.261, -1.775], [2.251, 0.394, -0.652], [1.241, 1.045, 0.679], [0.743, -1.062, 0.644], [0.108, -0.926, -2.451], [-0.029, -3.055, -2.417], [0.069, -3.290, -0.713], [1.266, -2.073, 2.970], [0.396, -0.838, 2.815], [1.077, -1.224, 2.336], [-1.829, 0.335, 1.670], [-2.055, 0.131, 3.145], [-1.343, 0.410, 2.440]],
  "orbital_gap_ev": 11.3292,
  "lumo_energy_ev": -3.172,
  "total_charge": 1,
  "e_above_lowest_kcal_mol": 45.8
}

---

# 5
{
  "formula": "C4H15N2O3",
  "method": "ωB97M-V with the def2-TZVPD basis set",
  "elements": ["C", "C", "C", "C", "N", "O", "N", "H", "H", "H", "H", "H", "H", "H", "H", "H", "H", "H", "H", "H", "O", "H", "H", "O"],
  "xyz": [[1.744, -0.201, 0.694], [0.712, -1.131, 1.302], [-0.758, -0.778, 1.029], [-1.029, 0.697, 1.167], [-1.683, 1.107, 2.255], [-0.612, 1.496, 0.319], [1.479, 0.078, -0.756], [2.738, -0.626, 0.769], [1.754, 0.765, 1.181], [0.897, -1.129, 2.377], [0.887, -2.159, 0.974], [-1.387, -1.368, 1.692], [-1.032, -1.054, 0.014], [-1.879, 2.089, 2.399], [-2.031, 0.463, 2.948], [0.697, 0.739, -0.825], [2.287, 0.488, -1.218], [1.193, -0.753, -1.297], [-1.034, 1.607, -1.576], [-0.961, 2.014, -3.095], [-0.674, 1.365, -2.447], [-0.585, -0.442, -2.599], [-0.467, -1.955, -2.995], [-0.255, -1.314, -2.311]],
  "orbital_gap_ev": 11.6749,
  "lumo_energy_ev": -2.586,
  "total_charge": 1,
  "e_above_lowest_kcal_mol": 0.0
}

---

# 6
{
  "formula": "C4H15N2O3S",
  "method": "ωB97M-V with the def2-TZVPD basis set",
  "elements": ["N", "C", "C", "S", "C", "N", "C", "O", "H", "H", "H", "H", "H", "H", "H", "H", "H", "H", "H", "H", "H", "O", "H", "H", "O"],
  "xyz": [[-1.419, -0.913, -0.165], [-0.112, -0.074, -0.321], [0.222, 0.105, -1.755], [0.454, -1.335, -2.860], [0.911, -0.888, 0.640], [2.025, -0.249, 1.036], [2.454, 1.049, 0.516], [0.507, -1.940, 1.089], [-2.152, -0.244, -0.369], [-1.322, -1.240, 0.830], [-1.397, -1.683, -0.826], [-0.251, 0.861, 0.232], [1.117, 0.712, -1.906], [-0.596, 0.644, -2.259], [1.530, -1.903, -2.269], [2.634, -0.899, 1.524], [1.634, 1.760, 0.350], [3.017, 0.907, -0.405], [2.915, 1.579, 1.349], [-2.625, 2.296, -1.518], [-3.403, 1.499, -0.616], [-2.479, 1.535, -0.930], [-1.595, 0.054, 3.301], [-0.727, -1.162, 2.808], [-1.341, -0.471, 2.524]],
  "s_squared": 0.753,
  "spin_multiplicity": 2,
  "orbital_gap_ev": [9.9841, 4.5164],
  "lumo_energy_ev": [-7.598, -13.044],
  "total_charge": 2
}